(1)
Molecular formula: C6H9N
Method: DFT, ωB97M-V/def2-TZVPD

Structure (XYZ):
```
16
Properties=species:S:1:pos:R:3:forces:R:3
C -1.3875 1.6559 -0.1762 -0.105 0.071 0.043
C -0.1464 0.8446 -0.0601 0.200 0.100 -0.091
C 0.0370 -0.6156 -0.0934 -0.235 -0.149 -0.040
C -1.0042 -1.4654 -0.1422 0.098 0.116 -0.095
C 1.4886 -0.9508 -0.1148 0.026 0.411 -0.240
C 2.0537 0.2741 -0.1123 0.136 -0.221 -0.020
N 1.0613 1.3355 -0.0986 -0.333 0.106 0.095
H -2.1927 1.2327 0.4313 0.141 0.050 -0.070
H -1.7318 1.6606 -1.2181 0.064 0.003 0.167
H -1.2251 2.6919 0.1341 -0.014 -0.131 -0.038
H -0.8311 -2.5213 -0.3186 0.012 0.140 0.173
H -2.0411 -1.1578 -0.0109 0.189 0.126 -0.197
H 0.6036 -3.2384 1.1953 0.187 -0.167 0.132
H 1.0886 -2.7642 0.8506 -0.138 -0.360 0.204
H 3.0897 0.5920 -0.0817 -0.167 0.002 -0.034
H 1.2627 2.3285 -0.1111 -0.060 -0.097 0.011
```
Forces are in eV/Å.

Its charge is 0. The value obtained for the energy relative to the best compared isomer or geometry (same formula, charge and spin) is 113.2 kcal per mole. As for the total energy: -288.60164 Ha.

Atomic partial charges in e from the natural (NBO) method, atoms 1 to 8: C -0.67; C 0.31; C -0.19; C -0.18; C -0.29; C -0.22; N -0.45; H 0.24

---

(2)
Molecular formula: C6H9N
Method: DFT, ωB97M-V/def2-TZVPD

Structure (XYZ):
```
16
Properties=species:S:1:pos:R:3:forces:R:3
C 3.1757 1.2604 -0.2822 -0.079 -0.045 -0.016
C 2.0361 0.6538 -0.5284 -0.156 -0.094 -0.033
C 0.9349 0.0636 -0.7705 0.171 0.085 0.072
C -0.1968 -0.5772 -0.9959 0.097 0.058 -0.051
N -1.2495 -0.6972 -0.0738 0.156 -0.034 -0.088
C -2.4572 0.0859 -0.2909 -0.245 0.050 -0.149
C -1.5264 0.3983 0.8260 0.090 0.143 0.213
H 3.9869 1.2472 -1.0053 -0.137 -0.012 0.086
H 3.3413 1.7876 0.6539 -0.056 -0.086 -0.137
H -0.3610 -1.1186 -1.9262 0.051 0.096 0.112
H -3.3943 -0.4309 -0.1015 0.154 0.077 -0.007
H -2.4613 0.7707 -1.1376 0.020 -0.104 0.131
H -0.9032 1.2866 0.7318 -0.102 -0.142 -0.009
H -1.7816 0.1132 1.8431 0.023 0.037 -0.160
H 0.1553 -2.2599 1.3331 0.062 -0.061 0.061
H 0.7010 -2.5835 1.7243 -0.049 0.032 -0.025
```
Forces are in eV/Å.

Its charge is 0. The value obtained for the energy relative to the best compared isomer or geometry (same formula, charge and spin) is 115.2 kcal per mole. The SMILES is C=C=C=CN1CC1.[H][H]. As for the total energy: -288.59846 Ha.

Atomic partial charges in e from the natural (NBO) method, atoms 1 to 8: C -0.47; C 0.05; C -0.13; C -0.01; N -0.40; C -0.24; C -0.25; H 0.22

---

no.,E_LUMO (eV)
1,-0.58
2,0.62